(1)
{"formula": "C38H36I2N6O3TeTi", "method": "the ωB97M-V functional and the def2-TZVPD basis", "elements": ["H", "H", "C", "H", "H", "C", "C", "H", "C", "H", "C", "C", "Te", "H", "N", "C", "H", "H", "C", "H", "C", "C", "N", "C", "H", "C", "C", "I", "C", "H", "O", "C", "C", "C", "O", "C", "C", "H", "C", "I", "H", "O", "C", "H", "H", "C", "C", "H", "C", "H", "N", "C", "H", "C", "C", "H", "Ti", "H", "H", "H", "C", "C", "H", "H", "H", "N", "C", "H", "C", "H", "C", "H", "H", "N", "H", "C", "C", "N", "C", "C", "C", "C", "H", "H", "H", "H", "H"], "positions_angstrom": [[-3.2839, 0.2590, 0.1925], [-1.2457, -3.6529, -0.8497], [3.3004, 3.2975, -2.2076], [2.1222, -0.3498, -4.2989], [-0.4378, 1.4301, 4.9768], [0.4854, 2.2124, 1.2189], [-2.4906, -0.0414, 2.1353], [1.3863, 6.0888, -2.4288], [2.8855, -3.5532, 0.7519], [-3.0128, 4.3126, 1.7772], [-0.5632, 0.0507, 3.3432], [-2.4087, -0.6460, -4.3837], [1.2792, -2.1347, 0.8966], [1.0064, -2.2052, -5.2102], [-2.7441, -1.7138, 0.2766], [3.3031, -6.5847, 3.0037], [-1.0987, 4.9380, 2.5276], [-2.8018, 2.1995, 4.6485], [-3.1841, 2.7930, -0.9788], [3.8996, -7.4868, 3.0445], [-0.3568, 4.1548, 2.4117], [-1.1258, -2.4116, -5.3657], [1.3564, 0.1525, -2.3817], [0.7426, 4.1560, 3.2444], [1.4168, -0.8040, -2.0452], [-3.8046, 3.5718, -0.0582], [-1.2538, 0.0393, -3.9704], [-4.2694, 0.1356, -3.8620], [-1.6214, -2.8884, -1.5294], [0.4550, -0.3011, 3.4600], [-1.2879, 1.1511, -3.2917], [-1.0616, 1.0199, 4.1952], [1.5997, 2.2290, 2.0778], [0.6885, 4.1091, -2.2057], [0.3794, 1.2814, 0.3063], [1.6708, 5.0498, -2.3228], [-1.7135, 3.1788, 0.5824], [3.8425, -3.0377, 0.8236], [2.3662, -6.3206, 3.9955], [-1.0305, -4.2380, -6.3731], [-3.5535, 2.3946, -1.9086], [-1.5155, -0.5249, -1.1662], [3.4685, -5.6923, 1.9589], [-4.7980, 3.9800, -0.0157], [2.3535, 1.4650, 1.9303], [-2.3559, -1.8492, -5.0706], [1.2444, 0.1341, -3.8577], [-0.1148, -3.1947, 2.9503], [3.0274, 4.6706, -2.3093], [-4.1066, 1.2307, 2.7566], [0.9461, 2.7618, -2.0531], [2.5300, 0.9196, -1.9075], [0.8735, -4.9575, 4.7035], [1.6055, -5.1662, 3.9318], [-1.9291, -1.6190, -0.7864], [-2.5303, -3.2521, -2.0126], [-0.3562, 1.2964, -1.5031], [-3.2715, -2.3455, -5.3618], [4.3218, 2.9337, -2.2200], [-0.8798, -2.6813, -2.2974], [1.7660, -4.2646, 2.8809], [2.7042, -4.5290, 1.8869], [2.2284, -7.0153, 4.8138], [1.2604, -2.3019, 3.6021], [2.8424, -4.0622, -0.2098], [-1.2557, -0.4860, 2.3367], [0.0424, -1.7682, -4.9778], [3.8206, 5.3979, -2.3975], [-0.5113, 3.1973, 1.4049], [-3.0136, -2.6287, 0.5937], [-3.2686, -0.5416, 0.9356], [-4.3034, -0.7329, 1.2238], [1.2288, 1.1763, -4.1820], [-1.8884, 2.5552, -0.5737], [-0.3591, 4.3832, -2.2169], [-3.0887, 0.9145, 2.9525], [2.2807, 2.3930, -2.0968], [-2.8641, 3.8120, 0.9201], [0.9483, -2.9998, 2.8268], [-0.0116, -0.5659, -4.2957], [1.7242, 3.1790, 3.0666], [-2.3629, 1.4522, 3.9991], [0.8521, 4.9163, 4.0055], [4.1964, -5.8976, 1.1827], [2.6408, 0.6826, -0.8454], [2.5989, 3.1728, 3.7057], [3.4441, 0.6165, -2.4297]], "multiplicity": 3, "s2": 2.02, "relative_energy_kj_mol": 0.0}

=====

(2)
{"formula": "C4H8O2", "method": "the ωB97M-V functional and the def2-TZVPD basis", "elements": ["C", "O", "H", "C", "C", "C", "H", "O", "H", "H", "H", "H", "H", "H"], "positions_angstrom": [[-0.4477, 0.1673, 0.3869], [-1.1667, 0.1619, 1.6033], [1.8511, 1.5331, 0.0306], [1.9996, 0.4906, 0.2960], [-1.5928, -0.7329, 0.5664], [0.9592, -0.3138, 0.4769], [-0.2052, -0.6138, -2.4978], [-0.5605, 1.3196, -0.3657], [-1.4547, -1.7923, 0.7842], [-1.3935, 1.7413, -0.1157], [-2.5450, -0.4731, 0.1032], [0.4494, -0.2676, -2.4398], [1.0875, -1.3590, 0.7511], [3.0192, 0.1387, 0.4205]], "multiplicity": 1, "relative_energy_kj_mol": 329.1}

=====

(3)
{"formula": "C4H5BrN2", "method": "the ωB97M-V functional and the def2-TZVPD basis", "elements": ["Br", "N", "H", "H", "C", "H", "H", "C", "H", "N", "C", "C"], "positions_angstrom": [[-3.1938, -0.6448, -3.0663], [-0.0172, 0.3950, 0.1888], [-2.0432, 0.8026, 0.2478], [2.7409, -0.9146, 1.0594], [0.1050, -0.6932, -0.5774], [1.6806, -2.2327, -0.7715], [-1.2292, 1.6861, 1.3585], [-1.1441, 1.2242, 0.4091], [-1.0304, 2.0237, -0.1879], [1.0574, 0.3838, 0.9883], [1.2684, -1.3930, -0.3255], [1.8056, -0.6372, 0.6769]], "multiplicity": 1, "relative_energy_kj_mol": 473.8}

=====

(4)
{"formula": "C60H60Br2CdN2O2P3S2SiTe", "method": "the ωB97M-V functional and the def2-TZVPD basis", "elements": ["C", "C", "C", "C", "C", "C", "C", "C", "H", "Br", "C", "H", "C", "C", "S", "C", "C", "H", "C", "H", "O", "C", "C", "H", "H", "H", "C", "C", "C", "H", "C", "C", "C", "C", "Te", "H", "H", "C", "H", "H", "C", "C", "H", "C", "C", "N", "C", "H", "C", "H", "H", "C", "H", "C", "H", "H", "C", "C", "C", "H", "H", "H", "N", "C", "C", "P", "C", "H", "H", "H", "H", "C", "O", "C", "H", "H", "H", "C", "H", "H", "H", "P", "H", "S", "H", "C", "H", "C", "C", "C", "H", "H", "C", "C", "C", "C", "H", "C", "H", "C", "H", "H", "H", "H", "H", "H", "H", "C", "Cd", "H", "C", "H", "C", "C", "H", "H", "C", "H", "C", "C", "P", "Br", "H", "H", "H", "H", "H", "H", "C", "C", "H", "H", "H", "Si"], "positions_angstrom": [[2.2762, 0.9095, 2.2303], [6.1819, 1.0842, -4.8475], [-2.1537, 3.1751, 0.3606], [-2.0672, 5.4135, -0.8531], [-0.9109, -3.5464, -4.7164], [-3.4180, -1.4807, -2.0841], [6.0639, 0.8386, -3.4853], [-3.3423, -2.1072, 1.4803], [-0.2054, 6.5054, -0.3453], [-3.8212, -4.0614, 5.1112], [1.3429, 3.6438, 3.7666], [-1.2686, -3.4344, -5.7330], [4.5758, -0.6479, 2.7043], [-5.4908, 3.5745, -4.6214], [-1.9112, 5.3898, -2.6605], [-1.6845, 1.6807, -5.7028], [-0.7353, 5.5730, -0.1801], [-1.5140, 3.8083, 6.3475], [5.0395, 1.1860, -5.6298], [0.4631, 3.2653, -5.5563], [-2.6700, 3.3112, -4.2122], [0.1595, -3.0727, 2.5149], [4.8091, 0.6968, -2.9053], [-3.8360, 4.1692, -0.4924], [-4.4454, -4.3286, 0.2209], [2.1521, 3.6268, 3.0479], [5.8830, -0.3691, 2.3135], [-5.2678, 2.7141, -3.3870], [-3.6942, -3.0566, 2.4674], [-4.9963, 0.6671, -2.7810], [6.2340, -3.0595, -3.9901], [-5.0083, 1.2539, -3.6997], [-4.4174, -3.5956, -1.7720], [5.3778, -1.0612, 4.9487], [1.7219, 0.5437, -2.8456], [3.0209, 1.5113, 2.7494], [6.9522, 0.7562, -2.8703], [5.1890, -2.8138, -4.8738], [-5.5554, 4.6269, -4.3397], [-2.6830, 1.4495, -6.0788], [-2.3266, -0.7932, 3.0945], [4.7519, -2.6587, -2.1414], [0.6469, 4.9266, 6.8274], [6.9315, -0.4319, 3.2281], [-1.0766, -4.5773, -2.5505], [-3.2098, -1.3360, -0.7650], [6.0147, -2.9848, -2.6228], [-6.4333, 3.2822, -5.0929], [-0.8781, 3.0718, 4.4364], [-1.5689, -5.2659, -1.8737], [2.4696, 4.8249, 5.1578], [0.1418, 2.9972, 3.4834], [-2.7063, 6.2597, -0.5903], [0.8828, -1.9053, 2.2857], [-3.0382, -0.6748, -2.7049], [6.8258, -3.1733, -1.9295], [-0.0268, -3.7881, -2.0987], [-3.6227, -2.3126, 0.0761], [3.7832, 1.0261, -5.0556], [1.9862, 2.7372, 1.0666], [-1.8281, 2.5875, 4.2305], [-4.2339, -2.6209, -3.7071], [-2.6559, -0.9820, 1.8106], [6.6789, -0.7770, 4.5465], [-2.6478, -1.6546, 4.1211], [-0.2463, 2.0790, 1.9203], [0.7705, -4.3071, 2.3842], [-4.6814, 3.4606, -5.3384], [7.2190, -3.3037, -4.3691], [0.2993, -3.8753, -1.0675], [-1.4352, 0.9801, -4.9053], [2.8229, -3.2103, 1.7774], [-4.3001, 3.2779, -2.4846], [-1.5114, -4.4633, -3.8629], [-2.3386, -5.0702, -4.2107], [0.2055, -5.2145, 2.5606], [-1.7619, 0.1105, 3.3006], [3.9308, -2.4904, -4.3881], [3.8658, -3.2721, 1.4853], [5.3585, -2.8617, -5.9427], [7.1611, 1.1984, -5.2966], [3.2257, -0.4837, 1.4565], [5.1245, 1.3781, -6.6927], [-1.6200, 1.6371, -2.2237], [1.3300, 1.3238, 0.2909], [-4.0597, -2.5607, -2.6436], [7.4911, -0.8282, 5.2615], [3.6598, 0.7735, -3.6912], [-0.7061, 3.7633, 5.6275], [0.1332, -2.7530, -4.2585], [2.1292, -2.1282, -0.8521], [4.5922, -2.5860, -1.0708], [-0.9366, 3.3804, 0.8878], [1.5257, 4.3306, 4.9621], [-0.2095, 4.6239, 0.5909], [-0.2240, 3.4904, -4.7359], [3.1298, -2.2861, -5.0918], [-2.7645, 4.0637, -0.6359], [-0.1386, 4.5488, -4.4971], [0.6054, -2.8745, -2.9481], [-0.8847, -3.0064, 2.7924], [-4.0518, 1.1258, -4.2014], [0.5643, -2.0102, -4.9223], [0.7636, 4.7817, 1.0447], [1.6441, 0.4941, 3.0192], [-6.1789, 2.7673, -2.7861], [-5.8062, 0.8753, -4.3447], [4.3380, -0.9992, 4.0341], [-1.1398, -0.2590, -0.1413], [5.1767, -1.3352, 5.9771], [2.2201, -1.9546, 1.9126], [6.0793, -0.1052, 1.2799], [-1.6304, 3.1108, -5.1800], [-3.3513, -2.8132, 3.7649], [-0.9710, 1.5548, -6.5235], [-4.2368, -3.9536, 2.2096], [3.6902, -2.4083, -3.0128], [-1.9105, 3.7825, -5.9987], [1.4603, 1.8005, 1.2655], [-4.1954, -3.5035, -0.4294], [-2.6682, 3.3555, -2.5327], [-5.1713, -5.1809, -2.4929], [2.8937, 1.0867, -5.6720], [-2.3645, -1.4468, 5.1418], [-2.6994, 2.2712, 0.6148], [3.3286, -1.2388, 4.3497], [0.3733, -0.9553, 2.3874], [2.6004, -5.3354, 1.9126], [2.1125, -4.3739, 2.0182], [0.5036, 4.3911, 5.8970], [0.0782, 2.9144, -3.8597], [4.7202, 0.4954, -1.8440], [7.9429, -0.2147, 2.9076], [2.0475, -1.8754, -2.3062]], "multiplicity": 1, "total_charge": -1, "relative_energy_kj_mol": 178.8}